# 1
{"formula": "C19H44ClFO8S6", "method": "wB97M-V/def2-TZVPD", "species": ["C", "C", "C", "Cl", "C", "C", "C", "F", "C", "C", "S", "C", "C", "O", "C", "O", "S", "O", "O", "H", "H", "H", "H", "H", "H", "H", "H", "H", "H", "H", "H", "H", "H", "H", "H", "H", "H", "H", "H", "C", "S", "O", "C", "H", "H", "H", "H", "H", "H", "C", "S", "O", "C", "H", "H", "H", "H", "H", "H", "C", "S", "O", "C", "H", "H", "H", "H", "H", "H", "C", "S", "O", "C", "H", "H", "H", "H", "H", "H"], "xyz": [[-0.406829, 5.530400, -0.282608], [-0.113024, 4.640841, -1.629450], [0.553153, 3.170749, -1.366529], [1.543046, 2.772777, -2.928054], [-0.534626, 1.976557, -0.990370], [-1.850027, 1.987519, -1.964133], [-3.111866, 2.889194, -1.441001], [-3.916900, 1.995055, -0.527907], [0.270080, 0.551639, -1.339153], [-0.287693, -0.743812, -0.513951], [1.137230, -1.427385, 0.528286], [-1.680658, -0.521639, 0.313294], [-2.234055, -1.916540, 1.053836], [-2.830339, -1.660977, 2.377236], [-4.298240, -1.586064, 2.323842], [-1.627209, 0.489992, 1.381072], [-0.877832, 1.922172, 0.844383], [0.531836, 1.963476, 1.554725], [-1.672992, 3.114292, 1.419043], [0.449829, 5.365406, 0.497392], [-0.344968, 6.674172, -0.616873], [-1.494747, 5.398447, 0.159080], [0.689708, 5.259782, -2.260245], [-1.091151, 4.648036, -2.270345], [1.381952, 3.312058, -0.518924], [-1.497387, 2.475080, -2.994836], [-2.142444, 0.866661, -2.252192], [-2.756849, 3.879609, -0.880353], [-3.797136, 3.106193, -2.370629], [0.181339, 0.318493, -2.484755], [1.397669, 0.712308, -0.983255], [-0.509149, -1.589447, -1.325350], [1.709637, -2.458594, -0.280666], [-2.580781, -0.201764, -0.403032], [-2.962533, -2.410764, 0.277952], [-1.361341, -2.700730, 1.228708], [-4.829942, -2.400125, 3.001737], [-4.762038, -1.654500, 1.251132], [-4.590537, -0.514646, 2.755286], [3.016001, -1.869628, -3.783100], [1.222992, -2.106877, -3.788199], [0.812017, -2.467715, -2.391127], [1.241802, -3.633032, -4.759739], [3.247183, -0.980136, -3.192133], [3.507148, -2.738266, -3.337200], [3.367754, -1.724308, -4.806945], [1.843549, -4.391185, -4.253220], [1.652385, -3.429088, -5.751194], [0.215382, -3.993635, -4.861149], [-7.215580, 5.462998, -1.140017], [-5.593249, 6.150297, -0.731535], [-4.561246, 5.318072, -1.433880], [-5.609949, 5.642622, 1.004950], [-7.406538, 5.630790, -2.202684], [-7.229712, 4.389577, -0.934706], [-7.984538, 5.967753, -0.550922], [-5.724428, 4.558530, 1.076358], [-6.432185, 6.141520, 1.522813], [-4.662797, 5.937695, 1.462871], [3.645353, -0.346768, 3.390069], [4.553812, -1.738646, 2.676926], [3.804020, -2.991198, 3.023107], [5.970566, -1.627113, 3.796642], [2.692162, -0.248329, 2.865073], [3.457133, -0.527180, 4.451487], [4.224273, 0.570650, 3.262387], [5.637358, -1.727376, 4.832199], [6.472313, -0.667196, 3.655353], [6.665697, -2.436199, 3.559941], [3.844960, -5.895585, 2.419508], [5.290254, -6.958903, 2.646819], [6.491974, -6.192407, 2.178560], [4.857747, -8.138541, 1.344981], [3.919697, -5.054604, 3.113084], [3.815800, -5.517868, 1.394294], [2.936976, -6.462749, 2.636292], [4.765233, -7.621053, 0.387325], [3.916166, -8.631285, 1.597538], [5.650326, -8.887556, 1.276782]], "atomic_forces_ev_per_a": [[0.067, 0.906, -0.495], [0.457, 1.155, -0.254], [-0.356, 1.724, 1.402], [-1.083, 0.083, 1.276], [0.718, -1.870, -2.800], [-0.016, 0.582, -0.511], [0.301, -1.111, -0.523], [1.555, 1.900, -1.547], [0.309, 0.125, 1.122], [-0.838, -0.789, -1.259], [-0.185, -0.725, -0.611], [-1.108, -1.311, -0.360], [1.030, -0.586, -0.245], [-1.291, -0.740, -2.670], [-1.181, 1.194, 0.694], [1.381, 1.596, -2.644], [2.919, 3.981, 6.781], [-4.537, -1.027, -3.347], [1.515, -4.179, -2.910], [-1.896, 0.191, -1.260], [-0.098, -2.469, 0.677], [2.520, -0.083, -0.740], [-1.723, -1.508, 1.384], [1.908, -0.408, 1.081], [-2.018, -0.696, -1.846], [-0.591, -0.993, 2.257], [0.390, 2.582, 0.893], [-1.144, -2.555, -1.135], [1.283, -0.260, 2.169], [0.262, 0.785, 2.250], [-2.553, -0.418, -1.079], [0.336, 1.984, 2.045], [-1.266, 1.484, 0.716], [2.217, -0.546, 1.291], [1.094, 0.949, 1.660], [-1.613, 1.974, -0.370], [1.424, 1.528, -1.365], [1.147, 0.042, 1.877], [0.508, -2.310, -0.907], [0.063, 0.006, 0.146], [0.188, -0.214, 0.000], [0.457, -0.360, -0.985], [-0.055, -0.107, 0.030], [-0.156, -0.089, -0.058], [-0.140, 0.039, -0.016], [-0.120, 0.003, 0.054], [-0.036, 0.131, 0.042], [-0.042, 0.066, 0.092], [0.111, 0.148, 0.070], [-0.031, -0.141, -0.085], [0.127, -0.206, -0.009], [-0.557, 0.371, 0.299], [0.064, -0.112, 0.038], [0.126, 0.042, 0.146], [0.104, 0.097, 0.011], [0.113, 0.020, -0.026], [0.056, 0.064, -0.105], [0.053, 0.029, -0.108], [-0.096, -0.011, -0.167], [-0.144, -0.028, 0.055], [-0.181, -0.051, 0.237], [0.269, 0.700, 0.019], [0.071, -0.125, 0.076], [0.153, -0.066, -0.026], [0.072, -0.090, -0.102], [0.002, -0.102, -0.057], [-0.075, -0.004, -0.112], [-0.089, -0.053, -0.057], [-0.170, 0.062, -0.063], [0.062, -0.090, 0.118], [0.054, 0.356, -0.264], [-0.525, -0.331, 0.077], [0.096, -0.092, -0.120], [0.077, -0.199, -0.206], [0.111, -0.028, 0.107], [0.096, -0.079, 0.006], [0.034, 0.053, 0.115], [0.071, 0.066, 0.051], [-0.061, 0.142, 0.080]], "lowdin_charge": [-0.12, -0.27, -0.54, 0.54, -0.41, -0.13, -0.13, -0.15, -0.23, -0.54, 0.73, -0.29, -0.15, -0.22, -0.12, -0.23, 0.87, -0.37, -0.35, 0.09, 0.09, 0.07, 0.11, 0.11, 0.14, 0.14, 0.14, 0.10, 0.13, 0.10, 0.10, 0.10, -0.09, 0.15, 0.13, 0.13, 0.10, 0.09, 0.11, -0.25, 0.84, -0.60, -0.26, 0.05, 0.06, 0.06, 0.06, 0.05, 0.05, -0.27, 0.83, -0.58, -0.26, 0.05, 0.06, 0.05, 0.06, 0.05, 0.05, -0.26, 0.81, -0.57, -0.27, 0.02, 0.06, 0.06, 0.06, 0.05, 0.05, -0.28, 0.80, -0.57, -0.28, 0.01, 0.06, 0.05, 0.05, 0.05, 0.05], "de_lowest_ev": 6.345, "e_homo_ev": -8.5, "e_lumo_ev": 0.178, "molar_mass_da": 647.406, "orbital_gap_ha": 0.3172}

***

# 2
{"formula": "C41H72ClNO2S", "method": "wB97M-V/def2-TZVPD", "species": ["O", "C", "Cl", "C", "C", "C", "C", "C", "C", "C", "N", "C", "C", "C", "C", "C", "C", "O", "C", "C", "C", "S", "H", "H", "H", "H", "H", "H", "H", "H", "H", "H", "H", "H", "H", "H", "H", "H", "C", "C", "C", "C", "C", "C", "H", "H", "H", "H", "H", "H", "H", "H", "H", "H", "H", "H", "H", "H", "C", "C", "C", "C", "C", "C", "H", "H", "H", "H", "H", "H", "H", "H", "H", "H", "H", "H", "H", "H", "C", "C", "C", "C", "C", "C", "H", "H", "H", "H", "H", "H", "H", "H", "H", "H", "H", "H", "H", "H", "C", "C", "C", "C", "C", "C", "H", "H", "H", "H", "H", "H", "H", "H", "H", "H", "H", "H", "H", "H"], "xyz": [[7.951187, -3.590409, 0.987174], [7.113584, -2.946408, 1.541630], [6.039466, -3.688416, 2.788074], [7.026587, -1.427456, 1.161055], [5.728285, -0.706121, 1.695988], [5.754925, -0.311062, 3.117279], [4.585818, 0.391637, 3.635739], [3.438332, 0.646696, 2.777855], [3.365221, 0.236634, 1.357137], [4.571903, -0.437801, 0.824540], [2.192346, 0.473516, 0.528392], [0.973138, 0.052679, 1.195220], [-0.036475, -0.805043, 0.527858], [-1.269446, -1.240157, 1.197673], [-2.351153, -2.170483, 0.462385], [-3.606328, -1.221154, 0.093044], [-4.653328, -1.067631, 1.255272], [-4.521732, 0.222435, 1.898211], [-1.586327, -0.823632, 2.590186], [-0.574264, 0.054801, 3.270711], [0.645541, 0.454959, 2.584469], [1.929655, 1.482979, 3.394988], [7.052644, -1.257952, 0.052648], [7.889837, -0.890007, 1.648689], [6.604125, -0.521325, 3.804905], [4.506458, 0.733896, 4.700199], [4.589877, -0.754698, -0.253461], [2.328685, -0.065506, -0.334779], [0.186888, -1.138945, -0.520499], [-2.652465, -2.929593, 1.240726], [-1.949681, -2.628398, -0.473751], [-3.196328, -0.208949, -0.179897], [-4.104510, -1.630828, -0.824033], [-4.513105, -1.833350, 2.073662], [-5.684380, -1.099319, 0.815158], [-4.451683, 0.052197, 2.859125], [-2.497070, -1.145099, 3.139478], [-0.703843, 0.435744, 4.313061], [-3.981104, 2.199872, 5.459948], [-4.128316, 0.776519, 5.986077], [-5.558198, 0.428933, 6.400882], [-6.124204, 1.266180, 7.550273], [-5.312112, 1.227531, 8.845104], [-5.228353, -0.163469, 9.462363], [-4.228484, 2.942548, 6.220274], [-2.949779, 2.379563, 5.146761], [-4.628780, 2.362709, 4.594104], [-3.439352, 0.620116, 6.821370], [-3.816131, 0.081948, 5.196559], [-5.598184, -0.631794, 6.668952], [-6.217590, 0.542800, 5.532905], [-7.142705, 0.921582, 7.759304], [-6.221882, 2.307674, 7.228144], [-5.782657, 1.900862, 9.568161], [-4.303734, 1.616473, 8.677250], [-6.225695, -0.553233, 9.680444], [-4.668932, -0.127491, 10.399950], [-4.719499, -0.868915, 8.802191], [-7.189757, 3.044672, 1.452338], [-7.676001, 1.630426, 1.742625], [-8.467719, 1.015772, 0.588158], [-9.764888, 1.743774, 0.225948], [-10.771410, 1.886867, 1.367680], [-11.280870, 0.549883, 1.892676], [-8.020988, 3.735400, 1.296668], [-6.601232, 3.421466, 2.292391], [-6.554467, 3.062305, 0.563118], [-8.271892, 1.627351, 2.661201], [-6.805782, 0.998193, 1.940130], [-8.692328, -0.027827, 0.832783], [-7.829637, 0.983509, -0.302118], [-10.241649, 1.208686, -0.602842], [-9.527471, 2.740293, -0.159645], [-11.626143, 2.466035, 1.004328], [-10.339078, 2.463937, 2.189925], [-11.758116, -0.025157, 1.095229], [-12.020623, 0.710520, 2.680459], [-10.474172, -0.051988, 2.316165], [5.667337, -3.852460, -1.605311], [5.130850, -4.405702, -2.919580], [6.108625, -4.247546, -4.083646], [6.457503, -2.802301, -4.448340], [5.264885, -1.914624, -4.804733], [4.507146, -2.390461, -6.038439], [5.848821, -2.776495, -1.663930], [4.945908, -4.022338, -0.801355], [6.601658, -4.345622, -1.327216], [4.173504, -3.930722, -3.155675], [4.919185, -5.471586, -2.787888], [5.695270, -4.755041, -4.961025], [7.036792, -4.776575, -3.842342], [7.153831, -2.817918, -5.294012], [7.004252, -2.339770, -3.620200], [5.632721, -0.900662, -4.992258], [4.576667, -1.837909, -3.957544], [5.166863, -2.430828, -6.908840], [3.690010, -1.702274, -6.266605], [4.072349, -3.380844, -5.888836], [8.307760, 3.754683, -7.593057], [6.902408, 3.624186, -8.167818], [5.877263, 3.126408, -7.148907], [6.139583, 1.724536, -6.592664], [6.231933, 0.614975, -7.640290], [4.940878, 0.419791, -8.426190], [8.701178, 2.791799, -7.262022], [8.990658, 4.146732, -8.350462], [8.318138, 4.442525, -6.743601], [6.922570, 2.968095, -9.043195], [6.581566, 4.606623, -8.529030], [4.883639, 3.156076, -7.607227], [5.840312, 3.829612, -6.309810], [5.340081, 1.478830, -5.884506], [7.064755, 1.732380, -6.007276], [6.473358, -0.322926, -7.129862], [7.057433, 0.807456, -8.331371], [4.110638, 0.181186, -7.757278], [5.051998, -0.405673, -9.133342], [4.677199, 1.311425, -8.998659]], "atomic_forces_ev_per_a": [[-0.811, -0.152, 0.779], [1.267, 0.597, -1.414], [0.418, 0.609, -0.626], [-2.033, 1.190, 1.047], [-0.575, 0.633, 0.915], [-2.583, 0.926, -1.582], [-0.199, -0.662, -1.649], [0.013, -0.794, -1.463], [2.867, -0.553, 1.490], [-0.203, 0.535, 2.006], [0.317, -1.339, 1.764], [-3.206, -1.068, 1.102], [0.202, 0.711, 1.699], [0.261, 0.323, 1.005], [0.198, 1.984, 0.931], [0.562, -0.648, 0.095], [0.183, 0.298, -0.104], [0.116, -0.559, 0.605], [3.596, 1.500, -1.195], [-0.143, -1.081, -2.171], [0.092, -0.846, -1.501], [0.075, -0.868, -0.444], [0.330, -0.736, 1.007], [-0.663, -0.847, -0.632], [-0.679, 0.126, -0.871], [0.210, -0.456, -1.180], [0.073, 0.287, 1.205], [-0.314, 0.449, 0.362], [-0.405, 0.261, 1.121], [0.232, 0.487, -1.168], [-0.182, 0.241, 0.962], [-0.556, -0.911, 0.333], [0.309, 0.272, 0.845], [-0.327, 0.324, -1.231], [0.772, -0.282, 0.520], [-0.062, 0.382, -0.843], [0.892, 0.222, -0.639], [-0.015, -0.557, -1.035], [0.181, -0.048, -0.022], [-0.126, 0.100, -0.080], [0.002, -0.161, 0.035], [0.030, 0.146, -0.046], [-0.141, -0.060, 0.019], [0.135, 0.058, 0.079], [-0.022, -0.017, -0.027], [-0.075, 0.072, -0.030], [0.005, 0.042, 0.044], [-0.026, -0.049, -0.025], [0.035, -0.047, 0.081], [-0.021, 0.031, 0.008], [0.027, 0.014, 0.007], [0.037, 0.003, 0.010], [-0.005, -0.039, -0.018], [0.047, 0.019, -0.054], [-0.022, 0.016, -0.032], [0.036, -0.024, -0.038], [-0.042, -0.074, -0.031], [-0.039, -0.008, 0.028], [0.023, 0.009, 0.160], [0.072, -0.067, -0.074], [-0.068, -0.093, 0.081], [0.050, 0.110, -0.035], [-0.059, -0.075, -0.123], [-0.042, 0.085, 0.142], [0.029, 0.007, -0.025], [0.003, 0.037, -0.083], [-0.038, 0.017, 0.023], [-0.051, -0.010, -0.046], [-0.058, 0.053, -0.005], [-0.017, 0.020, -0.025], [0.008, 0.015, 0.034], [-0.015, 0.017, 0.034], [0.016, -0.037, 0.002], [0.057, 0.024, 0.026], [0.032, 0.004, -0.035], [0.047, -0.018, 0.026], [0.017, -0.082, -0.033], [-0.033, -0.011, -0.030], [-0.157, -0.059, 0.084], [0.095, -0.043, 0.015], [-0.068, -0.031, -0.123], [0.030, 0.045, 0.131], [0.117, -0.009, -0.123], [-0.138, 0.084, 0.092], [0.044, -0.007, -0.010], [0.079, 0.030, 0.030], [-0.010, 0.085, -0.001], [0.026, -0.018, -0.045], [-0.027, 0.062, -0.031], [0.026, 0.027, 0.011], [-0.037, 0.011, 0.017], [-0.033, 0.022, 0.011], [0.008, -0.033, -0.021], [-0.022, -0.019, 0.069], [0.028, -0.019, 0.021], [-0.033, -0.042, 0.014], [0.020, -0.077, -0.063], [0.029, 0.016, -0.036], [0.056, 0.018, -0.160], [-0.009, 0.089, 0.110], [-0.120, -0.027, -0.075], [0.140, 0.009, 0.038], [-0.121, -0.015, 0.096], [0.110, -0.061, -0.120], [0.004, 0.033, 0.026], [0.021, -0.016, 0.087], [0.013, -0.063, 0.000], [-0.037, -0.001, 0.030], [-0.016, -0.075, -0.021], [0.019, -0.015, 0.032], [0.016, -0.008, -0.033], [0.009, -0.012, -0.030], [-0.029, 0.019, -0.003], [0.056, 0.042, -0.029], [0.009, 0.028, 0.036], [0.002, 0.051, -0.038], [-0.091, 0.035, 0.016], [-0.021, -0.028, 0.026]], "lowdin_charge": [0.03, -0.75, 0.64, -0.11, -0.23, -0.06, -0.08, -0.43, -0.21, 0.03, 0.06, -0.22, 0.02, -0.19, -0.14, -0.16, -0.24, -0.12, -0.02, -0.07, -0.43, 0.92, 0.12, 0.13, 0.11, 0.11, 0.11, 0.12, 0.11, 0.11, 0.10, 0.12, 0.10, 0.12, 0.11, 0.06, 0.09, 0.10, -0.10, -0.27, -0.23, -0.23, -0.27, -0.11, 0.07, 0.07, 0.07, 0.10, 0.08, 0.10, 0.11, 0.11, 0.10, 0.10, 0.10, 0.08, 0.07, 0.06, -0.10, -0.27, -0.23, -0.23, -0.27, -0.12, 0.06, 0.07, 0.08, 0.10, 0.07, 0.10, 0.11, 0.11, 0.10, 0.10, 0.10, 0.07, 0.07, 0.06, -0.11, -0.26, -0.23, -0.22, -0.27, -0.11, 0.05, 0.08, 0.08, 0.10, 0.11, 0.10, 0.11, 0.11, 0.10, 0.09, 0.10, 0.07, 0.07, 0.07, -0.11, -0.27, -0.23, -0.23, -0.27, -0.11, 0.06, 0.07, 0.08, 0.10, 0.10, 0.10, 0.11, 0.10, 0.10, 0.08, 0.10, 0.06, 0.07, 0.07], "e_homo_ev": -7.9, "smiles": "O=C(Cl)Cc1ccc2c(c1)Nc1cc(CCCO)ccc1S2.CCCCCC.CCCCCC.CCCCCC.CCCCCC", "e_lumo_ev": 0.360, "molar_mass_da": 678.552, "orbital_gap_ha": 0.3028}

***

Question: Which formula does entry 1 have?
Answer: C19H44ClFO8S6